--- A ---
ORCA calculation (ωB97M-V/def2-TZVPD) on a molecular structure, C53H50As2Cl2F5LaN2O3S.

HOMO in Eh: -0.456
Net charge: +2
Frontier orbital gap in eV: 7.0
LUMO energy in eV: -5.365

Last column: Mulliken charge in e.
Cartesian coordinates (Å):
La: -0.64740 0.16547 0.75007  1.746
F: -2.01843 5.58227 5.79144  -0.289
C: -1.39335 4.59272 5.10504  0.582
C: -1.98000 4.04270 3.97677  0.095
F: -3.15732 4.58731 3.64917  -0.352
C: -1.34461 3.04995 3.24768  -1.185
F: -1.87533 2.64010 2.03840  -0.097
C: -0.16801 2.46645 3.71765  0.991
S: 0.68017 1.09945 2.94599  -0.108
C: 0.36186 2.96276 4.93650  -0.253
F: 1.46403 2.43210 5.45444  -0.304
C: -0.24009 3.99744 5.62957  0.405
F: 0.21806 4.44688 6.78252  -0.275
C: 1.15265 -4.08427 1.29633  -1.180
C: 1.54527 -3.75272 -0.14252  -1.221
As: 0.30985 -2.67845 -1.14592  1.653
C: 1.15377 -2.38752 -2.84254  0.036
C: 1.27515 -3.49452 -3.71940  -0.884
C: 1.71657 -3.32068 -5.00660  -0.655
C: 2.15443 -2.05962 -5.44047  -0.913
C: 2.05920 -0.97036 -4.58285  -0.809
C: 1.52469 -1.13123 -3.29950  0.952
C: -1.17509 -3.86467 -1.53099  -0.190
C: -2.21991 -3.43197 -2.31246  -0.163
C: -3.27774 -4.28954 -2.56467  -0.614
C: -3.26502 -5.57945 -2.13710  -0.818
C: -2.20972 -6.02631 -1.35600  -0.794
C: -1.16828 -5.16171 -1.08197  -0.157
As: 0.97840 -2.45552 2.37126  1.331
C: -1.00987 -2.07195 2.52373  -1.561
C: -1.81827 -2.46452 1.45931  0.237
C: -3.03209 -1.83581 1.11708  -0.843
C: -3.49372 -0.81931 1.97022  -0.571
C: -2.75539 -0.47228 3.10195  -0.739
C: -1.52218 -1.08174 3.35403  0.328
C: 1.29242 -3.07375 4.18650  0.204
C: 0.79383 -4.27627 4.71990  -0.490
C: 1.19641 -4.66567 6.00169  -0.521
C: 2.08458 -3.88243 6.75739  -0.633
C: 2.50247 -2.68956 6.22532  -0.626
C: 2.16910 -2.27502 4.94520  -0.309
H: 1.93482 -4.63445 1.87241  0.574
H: 0.25146 -4.66924 1.41644  0.444
H: 1.83814 -4.65034 -0.66558  0.812
H: 2.46151 -3.18748 -0.15539  0.083
H: 0.92156 -4.45473 -3.38925  0.412
H: 1.66512 -4.18970 -5.66869  0.438
H: 2.54376 -2.01190 -6.46593  0.385
H: 2.18648 0.01492 -4.93043  0.497
H: 1.30511 -0.27605 -2.63698  -0.126
H: -2.11042 -2.48046 -2.83701  -0.023
H: -4.08722 -3.99867 -3.16343  0.537
H: -4.08521 -6.21642 -2.28479  0.455
H: -2.05819 -7.02858 -1.06166  0.511
H: -0.35669 -5.53727 -0.46050  0.121
H: -1.62147 -3.27933 0.80145  0.789
H: -3.55657 -2.11741 0.21250  0.681
H: -4.40820 -0.27284 1.74614  0.431
H: -3.11134 0.36872 3.77028  0.418
H: -0.95214 -0.83542 4.24470  0.626
H: 0.11049 -4.88948 4.19243  0.414
H: 0.71239 -5.56778 6.45879  0.331
H: 2.37347 -4.26087 7.70168  0.463
H: 3.19762 -2.08561 6.77492  0.417
H: 2.49495 -1.34614 4.49158  0.343
Cl: 6.18215 -1.87461 -0.64281  -0.163
C: 5.54992 -3.31850 0.22928  -0.405
Cl: 4.46276 -2.73186 1.49148  -0.036
H: 6.41054 -3.83682 0.71013  0.395
H: 5.07329 -4.01896 -0.45832  0.263
C: -3.86428 4.55174 -4.63139  -1.110
O: -2.72352 4.32437 -3.78213  -0.369
C: -2.99267 4.68327 -2.47712  1.101
C: -4.22890 5.10113 -2.00704  -0.801
C: -4.33069 5.47816 -0.65391  -0.845
C: -3.28165 5.37595 0.23202  -0.881
C: -2.05871 4.89674 -0.26426  -0.007
C: -1.91572 4.54359 -1.57992  -0.520
N: -0.63897 4.18151 -2.18242  0.380
C: -0.40229 3.16111 -2.94054  -1.684
C: -1.08189 1.94238 -3.15822  1.873
C: -1.11384 1.56922 -4.51521  -1.170
C: -1.79160 0.45408 -4.86459  -1.265
C: -2.52134 -0.26912 -3.88823  -0.477
C: -2.45556 0.06415 -2.55040  -0.506
C: -1.76177 1.21169 -2.13007  0.696
O: -1.62904 1.47788 -0.88486  -1.051
H: -3.51101 4.48440 -5.63916  0.263
H: -4.26284 5.51696 -4.33322  0.538
H: -4.59141 3.70620 -4.54786  0.335
H: -5.08891 5.08174 -2.67187  0.559
H: -5.28682 5.87570 -0.31375  0.402
H: -3.30021 5.65735 1.27992  0.479
H: -1.22797 4.86731 0.46318  0.477
H: 0.01070 4.95648 -2.29661  0.455
H: 0.55246 3.27393 -3.50987  0.513
H: -0.54916 2.12823 -5.21862  0.732
H: -1.86396 0.11988 -5.90833  0.473
H: -3.07784 -1.12188 -4.23018  0.623
H: -3.03229 -0.43288 -1.81935  0.682
O: 1.52352 0.49448 -0.19227  1.517
C: 2.60706 0.86015 -0.63246  -1.623
C: 2.89338 1.94953 -1.62354  0.039
C: 2.83477 3.28041 -0.80795  -0.407
C: 2.89094 3.21343 0.74497  0.209
C: 3.96160 2.36518 1.50613  -1.178
C: 3.85738 0.79964 1.34702  0.553
N: 3.76485 0.41688 -0.07142  0.281
H: 2.27649 1.88565 -2.53549  -0.307
H: 3.91773 1.89560 -2.00782  0.671
H: 1.91138 3.81798 -1.05774  -0.160
H: 3.64340 3.92595 -1.16274  0.375
H: 1.88806 2.92764 1.11662  -0.598
H: 2.96641 4.24843 1.09534  0.599
H: 3.71877 2.53584 2.56460  0.443
H: 5.01887 2.74411 1.40166  0.342
H: 2.93733 0.53067 1.87273  -0.725
H: 4.63052 0.25406 1.89608  0.549
H: 4.59009 0.61163 -0.61530  0.435

---

--- B ---
ORCA calculation (ωB97M-V/def2-TZVPD) on a molecular structure, C53H50As2Cl2F5LaN2O3S.

HOMO in Eh: -0.464
Net charge: +2
Frontier orbital gap in eV: 6.9
LUMO energy in eV: -5.687

Last column: Mulliken charge in e.
Cartesian coordinates (Å):
La: -2.54356 -19.29779 -5.00014  2.604
F: -2.40245 -18.95578 2.13420  -0.297
C: -2.69606 -18.60107 0.89090  0.829
C: -1.98469 -19.09409 -0.16899  -0.242
F: -1.00630 -19.97402 0.07466  -0.360
C: -2.25817 -18.73774 -1.43031  0.177
F: -1.53868 -19.19901 -2.52220  -0.327
C: -3.36624 -17.94458 -1.76866  0.258
S: -3.62056 -17.32333 -3.38584  -0.531
C: -4.17380 -17.60902 -0.67360  -0.090
F: -5.23534 -16.76093 -0.71103  -0.346
C: -3.81670 -17.83804 0.64188  0.202
F: -4.61352 -17.36565 1.61803  -0.286
C: -3.16081 -16.99775 -8.78390  -1.086
C: -4.43928 -16.72863 -8.00529  -1.586
As: -5.02274 -18.21561 -6.81695  1.178
C: -6.00668 -19.40759 -8.12010  0.080
C: -5.53567 -20.45625 -8.89548  0.057
C: -6.43931 -21.16469 -9.70341  -0.758
C: -7.81837 -20.88718 -9.60993  -0.589
C: -8.26220 -19.90738 -8.75676  -0.844
C: -7.35531 -19.14756 -8.06224  -0.123
C: -6.45006 -17.29025 -5.85766  -0.757
C: -7.10047 -16.24080 -6.37586  0.493
C: -8.22451 -15.65226 -5.78222  -1.183
C: -8.43858 -16.10166 -4.48426  -0.459
C: -7.74539 -17.09750 -3.81116  -1.167
C: -6.78538 -17.75664 -4.55705  0.021
As: -1.69774 -17.04309 -7.40961  0.927
C: -0.11102 -17.52954 -8.46618  0.332
C: -0.34524 -18.11297 -9.72396  -0.362
C: 0.69124 -18.43328 -10.53719  -0.781
C: 1.96774 -18.16927 -10.09319  -0.578
C: 2.18923 -17.60516 -8.84260  -0.548
C: 1.17763 -17.29585 -8.01966  -0.642
C: -1.39614 -15.12615 -7.17341  0.295
C: -1.58708 -14.45088 -6.00956  -0.369
C: -1.15934 -13.16786 -5.86802  -0.787
C: -0.52657 -12.55116 -6.94833  -0.506
C: -0.38633 -13.19138 -8.15867  -0.656
C: -0.77939 -14.50959 -8.28687  -0.710
H: -2.86822 -16.27312 -9.58821  0.491
H: -3.20468 -17.96204 -9.20727  0.538
H: -5.21338 -16.63254 -8.77624  0.686
H: -4.35673 -15.73100 -7.41093  0.407
H: -4.45155 -20.63719 -8.93608  0.183
H: -6.10941 -22.04361 -10.23479  0.406
H: -8.55372 -21.49804 -10.15068  0.366
H: -9.30894 -19.73296 -8.64009  0.520
H: -7.71120 -18.37178 -7.39455  0.389
H: -6.86286 -15.93292 -7.42424  0.217
H: -8.78761 -14.88973 -6.25085  0.549
H: -9.29002 -15.69218 -3.90586  0.316
H: -7.98916 -17.37688 -2.80018  0.564
H: -6.20740 -18.56352 -4.16976  0.802
H: -1.38043 -18.21328 -10.08243  0.300
H: 0.58211 -18.87111 -11.53081  0.469
H: 2.79515 -18.42638 -10.75555  0.404
H: 3.25797 -17.45579 -8.48955  0.333
H: 1.36312 -16.84257 -7.04609  0.448
H: -1.97180 -14.93178 -5.17755  0.838
H: -1.41128 -12.58063 -4.99000  0.453
H: -0.29625 -11.49547 -6.89165  0.372
H: 0.06215 -12.66197 -9.03163  0.378
H: -0.69419 -15.06153 -9.19887  0.364
Cl: 0.55886 -16.69154 -1.33037  -0.127
C: -0.00764 -16.06973 -2.85110  -0.316
Cl: 0.04717 -17.30211 -4.21501  0.050
H: 0.65257 -15.22777 -3.12166  0.438
H: -1.09794 -15.78505 -2.82511  0.066
C: -5.99552 -24.94391 -3.17100  -0.941
O: -5.08158 -24.19009 -2.34541  -0.417
C: -3.79531 -24.09977 -2.84272  1.147
C: -3.20933 -25.02074 -3.74595  -0.847
C: -1.85109 -24.90478 -4.03740  -0.586
C: -1.05969 -23.92037 -3.40343  -1.039
C: -1.67508 -22.98974 -2.58708  0.149
C: -3.08631 -23.06602 -2.27885  -0.471
N: -3.58644 -22.09618 -1.41489  0.454
C: -4.72385 -21.41056 -1.41078  -0.951
C: -5.52307 -21.22035 -2.54544  1.591
C: -6.89829 -20.99097 -2.25770  -1.138
C: -7.83905 -20.91620 -3.25396  -1.162
C: -7.43504 -21.08100 -4.58805  -0.550
C: -6.04530 -21.24321 -4.87030  -0.457
C: -5.08117 -21.12163 -3.87447  0.675
O: -3.82482 -21.04030 -4.16253  -0.372
H: -6.93443 -24.80481 -2.57107  0.277
H: -5.89590 -26.05666 -3.25683  0.353
H: -6.08515 -24.48343 -4.19706  0.351
H: -3.88585 -25.84931 -4.11044  0.323
H: -1.46293 -25.61959 -4.73352  0.561
H: -0.00889 -23.89312 -3.61459  0.509
H: -0.99628 -22.22814 -2.14757  0.414
H: -3.18889 -22.06733 -0.49097  0.413
H: -5.12559 -21.05915 -0.43346  0.307
H: -7.25361 -20.78217 -1.25205  0.434
H: -8.91726 -20.79447 -3.01482  0.443
H: -8.11016 -21.10819 -5.43656  0.530
H: -5.79101 -21.27053 -5.91239  0.435
O: -0.36369 -20.33072 -5.56148  -0.732
C: -0.50970 -20.73943 -6.72152  0.449
C: 0.57438 -20.94601 -7.62577  0.530
C: 0.68297 -22.26858 -8.40843  -0.909
C: 0.15280 -23.49622 -7.64403  -1.004
C: -1.41060 -23.49134 -7.57698  -0.931
C: -2.12121 -22.45705 -6.69907  0.112
N: -1.88738 -21.01636 -7.11567  -0.045
H: 1.46597 -20.70829 -7.05666  0.667
H: 0.45838 -20.01877 -8.24531  -0.971
H: 1.77308 -22.41145 -8.56229  0.521
H: 0.26946 -22.20720 -9.44795  0.271
H: 0.52922 -23.41281 -6.62447  0.280
H: 0.49639 -24.44325 -7.96600  0.515
H: -1.87212 -24.47013 -7.27076  0.547
H: -1.84576 -23.37751 -8.58045  0.467
H: -1.83320 -22.48534 -5.63993  -0.230
H: -3.19081 -22.73552 -6.81190  0.267
H: -1.95094 -20.83285 -8.14352  0.376

---

Best to worst by energy: A, B.

---

--- A ---
ORCA calculation (ωB97M-V/def2-TZVPD) on a gas-phase ion, C4H6NO2 (charge +1).

HOMO in Eh: -0.582
Net charge: +1
Structure (SMILES): CC1=C[N+](=O)OC1
Frontier orbital gap in eV: 9.5
LUMO energy in eV: -6.291

Last column: Mulliken charge in e.
Cartesian coordinates (Å):
C: 1.51630 -0.97767 0.26953  -1.154
C: 0.26685 -0.25968 0.12902  0.749
C: -0.46143 0.46437 1.04771  -0.618
N: -1.52420 1.12578 0.35883  0.910
O: -2.34063 1.82153 0.82736  -0.458
O: -1.47477 0.88829 -0.92762  -0.257
C: -0.41497 -0.03982 -1.18651  -0.538
H: 2.37557 -0.34778 0.76441  0.337
H: 1.66387 -1.24117 -0.72920  0.408
H: 1.32179 -1.62326 1.11091  0.348
H: -0.53478 0.63034 2.10142  0.461
H: 0.17348 0.46201 -1.96127  0.400
H: -0.56707 -0.90293 -1.80459  0.412

---

--- B ---
ORCA calculation (ωB97M-V/def2-TZVPD) on a gas-phase ion, C4H6NO2 (charge +1).

HOMO (spin up / spin down) in Eh: -0.489 / -0.489
Net charge: +1
Frontier orbital gap (spin up / spin down) in eV: 5.8 / 5.8
LUMO energy (spin up / spin down) in eV: -7.553 / -7.558

Last column: Mulliken charge in e.
Cartesian coordinates (Å):
C: 0.33816 0.05622 -0.99740  -0.149
C: -0.86226 0.84679 -1.38352  -0.645
C: -1.06959 1.28382 -2.63657  0.617
C: 0.64910 -0.89167 2.49483  -0.600
N: 0.09484 -0.12133 1.41755  0.007
O: -1.37783 1.70146 -3.67152  -0.251
O: 0.67228 -0.37457 0.25516  0.061
H: 0.13338 -0.82311 -1.59736  0.318
H: 1.14057 0.70101 -1.43325  0.341
H: -1.82572 0.54334 -0.80145  0.275
H: -0.28911 -1.13488 3.22574  0.308
H: 1.06689 -0.14090 3.09990  0.321
H: 1.32929 -1.64619 2.02790  0.397

---

Best to worst by energy: A, B.